Below is C35H28F9N3OPW as an isolated structure in a non-equilibrium geometry, with properties calculated with ωB97M-V/def2-TZVPD.

```
78
Properties=species:S:1:pos:R:3:lowdin_charge:R:1
C 1.53 2.05 -2.86 0.040
H -2.76 -0.37 -2.76 0.137
H 1.17 2.67 -3.69 0.146
C 1.11 -0.32 1.99 -0.367
H -1.92 0.90 2.86 0.146
C -4.14 1.63 0.27 0.005
H 0.61 -5.63 -0.06 0.137
H 4.16 0.14 -1.83 0.134
C 1.19 1.16 -0.63 -0.364
C 0.71 1.90 -1.74 -0.082
H -4.67 2.19 1.03 0.136
H -0.28 -0.32 -5.36 0.155
C 2.46 0.62 -0.77 -0.113
H -0.02 -3.63 -2.86 0.083
H 2.91 0.12 0.11 0.114
H -0.14 -2.19 2.05 0.098
H -4.16 -2.51 -1.69 0.183
W -0.95 -0.89 -1.08 1.608
C 0.61 -1.56 2.53 -0.087
H 0.89 -3.17 3.85 0.148
C -2.13 2.96 3.13 0.025
H -0.18 2.47 -1.68 0.087
C -0.17 3.35 1.20 -0.038
H -3.04 3.24 -0.67 0.113
C -1.51 1.91 2.52 -0.116
C 0.47 -3.11 -3.69 0.070
N -2.19 -2.35 -0.78 -0.195
F -2.87 5.14 4.71 0.194
C 0.82 -4.58 -0.19 0.078
N 0.42 -2.34 -0.60 -0.133
H 2.61 1.26 2.09 0.144
H 2.55 -1.92 -0.66 0.106
C -0.68 4.45 1.88 0.038
C 2.72 1.30 -2.98 -0.080
C 3.13 -2.17 5.19 -0.607
C -0.12 -1.72 -3.92 -0.446
C -0.60 2.05 1.53 -0.355
F 3.60 -1.23 6.01 0.173
N -0.08 -1.27 -5.12 0.284
H 0.27 -1.79 -5.94 0.182
C 2.86 -0.29 3.60 0.051
H -2.23 -4.50 -0.38 0.190
C 2.37 -1.50 4.09 -0.065
F 2.34 -3.01 5.87 0.167
C 1.73 -2.56 -0.52 -0.071
H 0.60 3.54 0.53 0.086
O -0.58 -0.99 -3.00 -0.166
F 4.18 -2.87 4.73 0.170
C 1.97 -3.91 -0.25 -0.025
H -2.33 2.09 -2.54 0.115
C -1.63 -3.54 -0.49 -0.029
C -3.70 -0.54 -0.73 -0.266
C -2.97 0.12 -1.76 -0.219
C -4.33 0.21 0.24 0.036
F 3.33 0.18 -4.90 0.188
H 3.01 -4.25 -0.15 0.147
H 1.47 -2.93 -3.29 0.108
C -3.65 -2.03 -0.76 -0.104
C 1.23 -2.16 3.58 0.023
C -2.85 1.54 -1.78 -0.014
F -0.96 5.95 4.11 0.202
H -0.34 5.46 1.60 0.157
C -3.40 2.25 -0.68 -0.040
H 0.54 -3.68 -4.58 0.097
C -1.65 4.24 2.84 -0.089
H -2.88 2.85 3.89 0.137
C 3.28 0.71 -1.87 0.039
F -2.66 6.25 2.83 0.143
C -2.06 5.38 3.69 -0.619
C 2.18 0.34 2.55 -0.065
H -3.98 -2.56 0.17 0.154
F 4.75 1.51 -4.04 0.200
C -0.27 -3.57 -0.40 -0.264
C 3.46 1.32 -4.26 -0.640
P 0.12 0.57 0.75 1.037
H -4.97 -0.34 0.94 0.146
F 2.93 2.26 -5.05 0.159
H 3.79 0.08 4.00 0.143
```

Summary:
Charge   +3
HOMO energy (alpha / beta)   -17.3051 / -17.2901 eV
Spin multiplicity   3